Below is a cluster of 2 separate species, C4H13N2O in total, with properties calculated with wB97M-V/def2-TZVPD.

Calculated values
Net charge ... +1
Energy above the lowest of the compared OMol25 structures with the same formula, charge and spin ... 57.88 kcal/mol
Largest force on an atom ... 0.69 eV Å⁻¹
HOMO level ... -13.24 eV
Total energy ... -9379.0740 eV

```
20
Properties=species:S:1:pos:R:3:forces:R:3:nbo_charge:R:1
C -1.774815 0.382574 -0.337458 0.1658 -0.1893 -0.0868 -0.24
N -2.064803 0.370723 -1.757176 -0.0731 -0.2608 -0.0356 -0.81
C -0.639467 1.375070 -0.125570 -0.6607 0.0321 0.0979 -0.22
N -0.227403 1.380371 1.329982 0.2928 -0.4847 -0.3874 -0.68
H -1.517992 -0.597979 0.091374 0.0590 0.0071 0.0050 0.17
H -2.655671 0.739891 0.196424 -0.1063 0.0238 0.0197 0.21
H -1.310136 -0.044575 -2.293072 0.0672 0.0561 0.0540 0.37
H -2.878387 -0.202850 -1.954254 -0.0619 0.2115 0.0424 0.39
H -1.019578 2.363214 -0.371962 0.3332 0.0868 -0.0997 0.25
H 0.233491 1.106371 -0.713084 0.1063 0.1977 -0.0215 0.22
H 0.340626 2.196643 1.566195 -0.1812 -0.0062 0.1093 0.45
H -1.048327 1.311388 1.932799 0.0394 0.2568 0.1278 0.44
H 0.342178 0.541536 1.492521 -0.0634 0.0979 0.1692 0.45
O 3.555693 -2.209137 -0.556226 0.1104 -0.0689 -0.0290 -0.46
C 2.565951 -1.543083 -0.535305 -0.1239 0.1845 -0.0551 0.43
C 1.604888 -1.556201 0.637162 0.1325 -0.5159 -0.1487 -0.73
H 2.316948 -0.873869 -1.388084 0.0052 -0.0192 0.0695 0.10
H 0.569924 -1.465983 0.307776 -0.0725 0.1157 -0.0521 0.20
H 1.882091 -0.760167 1.330341 0.0692 0.0913 0.0954 0.21
H 1.724788 -2.513938 1.147615 -0.0381 0.1837 0.1257 0.27
```
Positions in Å, forces in eV/Å.

---

Below is the ion C4H13N2O with charge +1 in a non-equilibrium geometry, with properties calculated with wB97M-V/def2-TZVPD.

Calculated values
Net charge ... +1
Energy above the lowest of the compared OMol25 structures with the same formula, charge and spin ... 28.31 kcal/mol
Largest force on an atom ... 1.69 eV Å⁻¹
SMILES string ... C[C@@H](O)[C@H]([NH3+])CN
HOMO level ... -14.74 eV
Total energy ... -9380.3559 eV

```
20
Properties=species:S:1:pos:R:3:forces:R:3:nbo_charge:R:1
C -0.349867 -2.001840 -1.241163 0.5583 0.1417 -0.4900 -0.65
C 0.301377 -1.179317 -0.151435 0.2145 0.4098 -0.1726 0.08
O 1.532666 -0.611075 -0.632883 -0.2693 -0.1068 0.0297 -0.74
C -0.487359 0.052165 0.291513 0.5542 0.0386 -0.2192 -0.07
N -0.468639 1.021574 -0.858778 -0.0116 0.0028 -0.1064 -0.71
C 0.175676 0.725658 1.505039 -0.3180 0.5559 -0.1718 -0.25
N 0.154963 2.196666 1.332149 -0.8319 -0.0716 1.4736 -0.85
H -1.248929 -2.518071 -0.939717 -0.1265 -0.2177 0.1997 0.24
H 0.406462 -2.703298 -1.590641 -0.2048 -0.4901 0.1489 0.23
H -0.563470 -1.427948 -2.147789 -0.1657 0.2942 0.1899 0.21
H 0.501673 -1.773274 0.743787 -0.0636 -0.1275 -0.0535 0.21
H 1.962596 -1.240984 -1.218369 0.1793 -0.0793 0.0217 0.50
H -1.507873 -0.208677 0.455996 -0.7729 -0.1297 0.3094 0.22
H 0.391388 0.812508 -1.385964 -0.0504 0.0618 -0.0943 0.46
H -0.369369 1.974117 -0.467081 0.2225 0.0406 0.1769 0.47
H -1.295818 0.971801 -1.447343 0.0895 -0.1245 -0.0974 0.44
H -0.294558 0.399026 2.433805 -0.1456 -0.1067 -0.1274 0.21
H 1.199987 0.428166 1.545244 0.7227 -0.2461 -0.0346 0.23
H -0.759533 2.499201 1.682937 -0.0823 0.0926 -0.4298 0.37
H 0.718629 2.583607 2.090697 0.5018 0.0621 -0.5528 0.40
```
Positions in Å, forces in eV/Å.

---

Below is a cluster of 2 separate species, C4H13N2O in total in a non-equilibrium geometry, with properties calculated with wB97M-V/def2-TZVPD.

Calculated values
Net charge ... +1
Energy above the lowest of the compared OMol25 structures with the same formula, charge and spin ... 74.38 kcal/mol
Largest force on an atom ... 1.96 eV Å⁻¹
HOMO level ... -13.40 eV
Total energy ... -9378.3583 eV

```
20
Properties=species:S:1:pos:R:3:forces:R:3:nbo_charge:R:1
C -0.164253 -0.671670 2.049316 1.4570 -0.8287 0.2450 -0.08
O 1.242008 -0.439211 1.724491 -0.6359 0.0022 0.6535 -0.76
C -0.966568 -0.280023 0.862004 0.2646 -0.0808 -0.5971 -0.24
N -2.332925 -0.740598 1.068932 -0.5289 1.6755 -0.1005 -0.79
H -0.291700 -1.766923 2.250824 -0.1458 0.9577 -0.0112 0.20
H -0.449516 -0.059632 2.909129 0.0125 -0.2208 0.1214 0.18
H 1.734833 -0.627294 2.538817 0.0432 0.0967 -0.4256 0.49
H -0.918945 0.836863 0.741477 0.0995 -0.6262 -0.0232 0.14
H -0.488232 -0.786837 -0.015052 -0.6430 0.3541 0.5089 0.17
H -2.889205 -0.053094 0.527274 -0.1604 -1.0198 0.3670 0.36
H -2.552242 -0.469957 2.042432 -0.1626 -0.4543 -0.5218 0.36
C 0.723005 0.120251 -2.848322 0.1566 -0.5899 -1.5561 -0.45
C 1.413158 1.061086 -0.699094 0.3087 -0.7575 -1.7827 0.15
N 0.524924 0.845302 -1.610622 -0.0342 -0.0745 1.3676 -0.41
H 0.367216 0.750053 -3.703625 0.5667 -0.4770 0.6928 0.25
H 0.096814 -0.841918 -2.904524 0.9777 1.4091 0.5697 0.26
H 1.814340 -0.105637 -2.901569 -0.9906 0.0482 -0.3594 0.24
H 2.489691 0.886705 -0.939722 -1.0658 0.0059 0.2485 0.23
H 1.107661 1.305978 0.292476 -0.0657 0.6488 0.4348 0.26
H -0.460063 1.036556 -1.384646 0.5464 -0.0689 0.1686 0.44
```
Positions in Å, forces in eV/Å.

---

Below is a cluster of 2 separate species, C4H13N2O in total in a non-equilibrium geometry, with properties calculated with wB97M-V/def2-TZVPD.

Calculated values
Net charge ... +1
Energy above the lowest of the compared OMol25 structures with the same formula, charge and spin ... 73.94 kcal/mol
Largest force on an atom ... 3.16 eV Å⁻¹
HOMO level ... -13.55 eV
Total energy ... -9378.3774 eV

```
20
Properties=species:S:1:pos:R:3:forces:R:3:nbo_charge:R:1
C 0.237969 0.319159 2.996085 -0.3792 -0.1987 0.2786 -0.61
C 1.071818 0.348254 1.690395 0.7800 -0.8633 -0.6784 -0.46
C 0.434165 0.003073 0.290866 0.0710 -0.0064 -0.1702 0.26
C -0.264708 0.941921 -0.379278 0.4026 -0.1473 0.0802 -0.14
N -1.347384 0.811456 -1.461215 0.0199 1.6476 2.6971 -0.69
N 0.457262 -1.347090 -0.193745 -0.7774 -1.4701 1.7550 -0.91
H -0.450691 -0.639593 3.004381 1.5144 1.9621 0.6432 0.21
H 1.032761 0.449429 3.839075 -1.6351 -1.0007 -1.2448 0.25
H -0.360583 1.255423 3.114659 0.0208 -0.9507 -0.3406 0.22
H 1.526965 1.329652 1.652304 0.2451 0.2414 -0.2709 0.23
H 1.887032 -0.395743 1.868432 -0.4465 0.6159 -0.5221 0.22
H 0.016496 1.963612 -0.224218 -0.6422 0.5128 0.4155 0.22
H -1.582814 1.795462 -1.685569 -0.1036 -0.6239 0.1758 0.44
H -2.215848 0.375847 -1.061855 1.1348 0.1220 -0.7015 0.45
H -1.043756 0.425036 -2.315443 0.4924 -1.7040 -1.6427 0.47
H 0.059623 -1.846994 0.668532 1.2013 -0.1160 -1.9484 0.39
H 1.343151 -1.848115 -0.569940 -1.8158 1.7682 1.3561 0.43
H -0.783092 -1.560127 -4.242752 -1.0812 -1.1723 -1.5394 0.49
H 0.407141 -1.403822 -3.372835 -0.1397 0.2246 0.0822 0.49
O -0.425505 -0.976840 -3.617877 1.1381 1.1587 1.5753 -0.96
```
Positions in Å, forces in eV/Å.

---

Below is a cluster of 2 separate species, C4H13N2O in total in a non-equilibrium geometry, with properties calculated with wB97M-V/def2-TZVPD.

Calculated values
Net charge ... +1
Energy above the lowest of the compared OMol25 structures with the same formula, charge and spin ... 77.62 kcal/mol
Largest force on an atom ... 3.52 eV Å⁻¹
HOMO level ... -13.93 eV
Total energy ... -9378.2179 eV

```
20
Properties=species:S:1:pos:R:3:forces:R:3:nbo_charge:R:1
C 1.578051 1.420588 -0.860064 -0.4738 -3.3723 -0.4342 -0.44
C 1.158576 0.889392 1.532733 0.1714 1.7849 -0.1971 -0.46
C -2.797047 -0.721410 -0.291667 -0.2847 2.2968 -1.0736 -0.26
C -0.416600 -1.095413 -0.416845 -0.8150 -1.6618 0.3638 0.58
N 0.506527 -2.007209 -0.080557 -1.3627 1.2778 -0.2677 -0.75
N 0.586358 0.857671 0.137894 3.0485 -1.4534 0.9887 -0.56
O -1.593204 -1.272138 0.218924 2.4681 -0.2763 -0.0600 -0.47
H 1.103018 1.155455 -1.795607 -0.0095 0.1725 -0.6576 0.20
H 1.698310 2.486014 -0.905882 0.5038 0.4249 0.7238 0.23
H 2.497246 0.729776 -0.863635 -1.0065 1.6814 0.3698 0.22
H 2.252845 0.777000 1.496721 -0.5743 -0.9404 0.2493 0.22
H 1.088677 1.932027 1.867303 0.0279 0.1777 -0.1115 0.21
H 0.575513 0.416761 2.335744 0.4110 -0.8416 -0.7354 0.23
H -3.285321 -0.153886 0.532812 0.2207 -0.7257 -0.6284 0.23
H -3.461939 -1.439525 -0.789718 0.4211 -0.2075 0.6448 0.23
H -2.518638 0.019891 -1.086007 -0.3604 -0.4219 0.6062 0.18
H -0.466278 -0.701005 -1.411683 0.2527 0.5952 -0.2623 0.20
H 1.438757 -2.140057 -0.408168 0.2621 0.4770 -0.5334 0.44
H 0.180329 -2.642537 0.591427 -0.1760 -0.9858 1.1927 0.42
H -0.125179 1.488604 0.196275 -2.7244 1.9986 -0.1777 0.37
```
Positions in Å, forces in eV/Å.

---

Below is a cluster of 2 separate species, C4H13N2O in total in a non-equilibrium geometry, with properties calculated with wB97M-V/def2-TZVPD.

Calculated values
Multiplicity ... 2
Net charge ... +2
Energy above the lowest of the compared OMol25 structures with the same formula, charge and spin ... 104.08 kcal/mol
Largest force on an atom ... 4.69 eV Å⁻¹
HOMO level (spin up / spin down) ... -19.95 / -19.94 eV
Total energy ... -9364.4882 eV

```
20
Properties=species:S:1:pos:R:3:forces:R:3:nbo_charge:R:1
C 1.044616 -0.552916 -2.366112 -3.1020 -0.2418 -0.8645 -0.63
C -0.367720 -0.257701 -1.737728 0.2211 -1.9983 0.9779 -0.36
C -0.240213 0.927404 -0.713216 2.1505 -2.3969 2.9049 -0.21
N 0.383211 -0.246025 2.017496 -0.0943 1.2081 -2.5621 -0.51
C 1.054185 0.694217 1.361606 1.0952 -3.2155 3.2381 0.37
N 1.070636 0.919103 0.061834 -4.0019 0.2724 -2.3349 -0.24
H 1.413559 0.276393 -2.939776 -0.0935 0.6385 -0.5091 0.25
H 1.780570 -0.751237 -1.659932 1.2572 -0.9327 1.3882 0.19
H 0.905340 -1.389227 -3.064378 0.3395 0.1497 0.2312 0.29
H -0.906805 -1.189083 -1.101320 1.7476 2.2615 -1.5047 0.27
H -1.107649 0.016875 -2.495730 0.2477 0.1058 0.1296 0.28
H -0.848614 0.950360 0.159465 -1.7465 -0.0178 -0.0952 0.23
H -0.343705 1.800357 -1.252285 0.0840 2.3817 -1.4134 0.32
H 0.911572 -0.491726 2.865333 -1.2428 -0.3703 0.2620 0.48
H -0.412042 -0.797456 1.540703 0.4864 0.5539 1.3799 0.50
H 1.917615 0.920976 1.957884 0.6698 1.1648 -0.2066 0.27
H 1.946762 0.770257 -0.370536 1.6315 0.4889 -0.9289 0.47
H -3.179166 -0.695814 1.606408 -0.4813 0.9217 1.4272 0.52
H -2.685893 -1.450689 0.568938 0.6646 -0.7338 -0.6624 0.50
O -2.314208 -0.943445 1.295327 0.1672 -0.2398 -0.8572 -0.98
```
Positions in Å, forces in eV/Å.

---

Q: The highest energy above the lowest of the compared OMol25 structures with the same formula, charge and spin belongs to which entry?
A: number 6

---

Q: Which of these has the highest total energy?
A: number 6